[1]
Formula: C35H80Cl2O11PS6
Source: OMol25
Level of theory: the ωB97M-V functional and the def2-TZVPD basis

Its charge is -1. The value obtained for the highest occupied orbital energy is -4.9453 eV. As for the multiplicity: 1. Its molar mass is 971.30 g mol⁻¹. Its energy is -5859.736033 hartree. Its frontier orbital gap is 0.24360 Eh. For the LUMO energy, the calculation gives 1.68 eV.

Each line ends with the Löwdin charge.
Element x y z (Å)
C -2.4145 5.0124 -2.3092  -0.134
C -2.8267 5.7472 -0.9467  -0.246
C -2.6524 4.7447 0.2841  -0.222
C -4.0265 4.2547 0.9090  -0.211
C -3.8177 3.5305 2.3315  -0.195
C -3.4818 2.0084 1.9999  -0.216
C -2.9852 1.1771 3.2903  -0.204
C -1.5519 0.5966 2.9348  -0.209
C -1.1379 -0.6808 3.8271  -0.181
C -0.6131 -1.7901 2.8121  -0.175
C 0.5171 -2.7474 3.3937  -0.297
O 0.3378 -4.1767 3.2270  -0.348
P 0.5856 -4.6378 1.5405  0.528
C 2.3357 -5.3857 1.7661  -0.288
C 3.4212 -4.8716 0.7325  -0.246
C 4.5999 -5.9231 0.4625  -0.205
C 5.8216 -5.2943 -0.3332  -0.170
C 5.4196 -4.1872 -1.3808  -0.226
O 5.3217 -2.8614 -0.7834  -0.245
C 4.4716 -2.0319 -1.5651  -0.145
C 0.3636 -5.2109 -0.2673  -0.668
Cl 0.8647 -6.9360 -0.6909  0.478
C -0.1701 -4.4560 -1.3020  -0.701
C -0.6217 -2.9717 -1.0925  -0.136
Cl -0.3255 -5.1853 -2.9602  0.544
O 1.4602 -3.1539 1.2111  -0.306
C 1.7963 -2.4675 2.4301  -0.338
C 2.3279 -0.9851 2.3076  -0.115
C 3.3152 -0.7148 3.5335  -0.195
C 4.7695 -1.3253 3.2846  -0.209
C 5.7159 -0.1480 2.8142  -0.226
S 7.3544 -0.6818 2.1660  0.717
O 8.2797 0.4950 2.3586  -0.387
O 7.9480 -1.8417 2.8829  -0.318
O 7.3177 -0.9429 0.5106  -0.193
H -3.1254 4.1477 -2.4444  0.054
H -1.3651 4.6174 -2.2238  0.070
H -2.5276 5.6793 -3.2147  0.067
H -2.1614 6.6638 -0.8433  0.096
H -3.8872 6.1240 -0.9847  0.094
H -2.0568 3.8666 -0.1070  0.101
H -2.0093 5.2741 1.0526  0.072
H -4.4817 3.5419 0.1454  0.109
H -4.7677 5.1043 1.0347  0.104
H -2.8647 3.9834 2.7488  0.106
H -4.7200 3.6697 3.0154  0.073
H -2.6959 2.0353 1.1842  0.091
H -4.3853 1.5036 1.5278  0.110
H -2.9992 1.8165 4.2211  0.103
H -3.7714 0.3732 3.4366  0.103
H -1.5817 0.3287 1.8333  0.100
H -0.7890 1.4074 3.1091  0.110
H -2.0501 -1.1285 4.3358  0.106
H -0.3538 -0.4275 4.5974  0.098
H -0.3041 -1.3833 1.8021  0.095
H -1.5058 -2.4638 2.5903  0.113
H 0.7344 -2.6159 4.5019  0.143
H 0.0439 -5.9115 2.0024  0.022
H -0.7373 -4.0857 1.3701  0.021
H 2.7461 -5.1755 2.8071  0.085
H 2.3080 -6.5240 1.6971  0.059
H 3.0203 -4.5889 -0.2782  0.084
H 3.9419 -3.9668 1.1874  0.096
H 4.9761 -6.3256 1.4457  0.103
H 4.2191 -6.8083 -0.1372  0.100
H 6.3782 -6.0969 -0.9145  0.107
H 6.5064 -4.7891 0.4212  0.118
H 4.3903 -4.3826 -1.8321  0.116
H 6.1237 -4.0926 -2.2622  0.120
H 3.4228 -2.4583 -1.6969  0.093
H 4.3246 -1.0102 -1.0910  0.087
H 4.8738 -1.8305 -2.6081  0.089
H -1.2064 -2.7841 -0.1538  0.056
H -1.2512 -2.5692 -1.9506  0.060
H 0.3144 -2.3257 -1.0885  0.080
H 2.6312 -2.9671 3.0339  0.125
H 2.9416 -0.8740 1.3607  0.114
H 1.5086 -0.2003 2.2733  0.108
H 3.4535 0.4008 3.6821  0.105
H 2.8866 -1.1382 4.4859  0.111
H 4.6778 -2.1769 2.5550  0.107
H 5.1656 -1.7690 4.2506  0.122
H 5.9199 0.5621 3.6644  0.119
H 5.2017 0.4260 1.9930  0.113
H 7.7636 -0.1834 0.0803  0.090
C -1.8591 1.0512 -5.8839  -0.284
S -3.1954 1.4192 -4.7320  0.809
O -3.4554 2.8905 -4.8035  -0.575
C -2.2384 1.1118 -3.2324  -0.269
H -2.2227 1.2165 -6.8965  0.042
H -1.0125 1.7084 -5.6931  0.036
H -1.5584 0.0078 -5.7738  0.058
H -1.3659 1.7663 -3.2081  0.055
H -1.9271 0.0665 -3.2077  0.045
H -2.8730 1.3205 -2.3708  0.044
C -1.2854 -9.8076 -6.8462  -0.284
S -1.8132 -8.1306 -6.4368  0.798
O -1.2334 -7.2173 -7.4657  -0.562
C -0.8066 -7.9779 -4.9478  -0.282
H -1.7680 -10.1019 -7.7782  0.043
H -0.2021 -9.8363 -6.9738  0.054
H -1.5892 -10.4897 -6.0507  0.048
H 0.2461 -8.1223 -5.1944  0.064
H -1.1271 -8.7192 -4.2144  0.059
H -0.9485 -6.9794 -4.5352  -0.037
C 0.0332 4.4298 -9.6514  -0.276
S 0.3421 3.9483 -7.9400  0.823
O -0.2891 2.6121 -7.7313  -0.557
C -0.7500 5.1788 -7.1979  -0.261
H 0.5923 3.7587 -10.3031  0.047
H -1.0318 4.3485 -9.8746  0.057
H 0.3742 5.4541 -9.8091  0.049
H -1.7655 5.0494 -7.5743  0.062
H -0.3837 6.1791 -7.4340  0.050
H -0.7432 5.0364 -6.1173  0.050
C -6.1255 4.2439 7.1271  -0.273
S -6.5207 3.5635 5.5035  0.813
O -6.0962 4.5672 4.4822  -0.556
C -8.3126 3.6956 5.6769  -0.273
H -5.0411 4.2912 7.2244  0.050
H -6.5426 5.2478 7.2220  0.056
H -6.5301 3.5929 7.9035  0.051
H -8.5923 4.7337 5.8620  0.056
H -8.6460 3.0622 6.5001  0.051
H -8.7724 3.3553 4.7495  0.051
C 1.7800 7.8969 2.7062  -0.276
S 0.7657 6.4201 2.9223  0.815
O -0.0225 6.2327 1.6700  -0.552
C -0.3436 7.1336 4.1547  -0.270
H 2.5275 7.6906 1.9406  0.048
H 1.1563 8.7339 2.3881  0.056
H 2.2810 8.1359 3.6455  0.049
H -0.8342 8.0177 3.7453  0.057
H 0.2256 7.3967 5.0475  0.050
H -1.0953 6.3874 4.4117  0.048

---

[2]
Formula: C4H12
Source: OMol25
Level of theory: the ωB97M-V functional and the def2-TZVPD basis

Its charge is +1. The calculation puts the energy above the lowest of the compared OMol25 structures with the same formula, charge and spin at 1.420 eV. The value obtained for the highest occupied orbital energy (spin up / spin down) is -16.3825 / -14.5795 eV. As for the multiplicity: 2. Its molar mass is 60.14 g mol⁻¹. Its energy is -159.117665 hartree. Its frontier orbital gap (spin up / spin down) is 0.49464 / 0.11161 Eh. For the LUMO energy (spin up / spin down), the calculation gives -2.92 / -11.54 eV.

Each line ends with the Löwdin charge.
Element x y z (Å)
C 0.7263 1.7246 0.4138  -0.017
C -0.3144 2.8536 -0.0466  0.006
H 1.5829 2.3475 0.6798  0.134
H 0.5842 1.1594 1.4146  0.140
H 0.8248 1.0793 -0.4521  0.065
H 0.1149 3.8729 0.2233  0.134
H -1.1802 2.7808 0.5933  0.121
H -0.3209 2.7600 -1.0476  0.044
C -0.9431 -2.6287 -0.0555  -0.079
C 0.4399 -2.0206 -0.3961  -0.075
H -1.3461 -3.3175 -0.7630  0.083
H -0.8030 -2.9943 0.9497  0.086
H -1.6667 -1.8217 -0.0447  0.087
H 1.2361 -2.6918 0.0274  0.106
H 0.3680 -2.0852 -1.5016  0.114
H 0.6974 -1.0183 0.0055  0.051

---

[3]
Formula: C18H25N3O4
Source: OMol25
Level of theory: the ωB97M-V functional and the def2-TZVPD basis

Its SMILES is C=CCOc1ccc(/C=N/NC(=O)CN2CCOCC2)cc1OCC. The calculation puts the energy above the lowest of the compared OMol25 structures with the same formula, charge and spin at 4.764 eV. The value obtained for the highest occupied orbital energy is -7.9766 eV. As for the multiplicity: 1. Its molar mass is 347.42 g mol⁻¹. Its energy is -1166.042169 hartree. Its frontier orbital gap is 0.30753 Eh. For the LUMO energy, the calculation gives 0.39 eV.

Each line ends with the Löwdin charge.
Element x y z (Å)
C 0.6896 -4.2230 -6.0499  0.024
C 1.1473 -5.1370 -5.2173  -0.146
C 1.3068 -4.9358 -3.7390  -0.209
O 0.8876 -3.6387 -3.3851  -0.030
C 0.9664 -3.2494 -2.0924  -0.183
C 1.4239 -4.0283 -1.0407  -0.009
C 1.4615 -3.5241 0.2490  -0.043
C 1.0412 -2.2264 0.5088  -0.219
C 0.5789 -1.4328 -0.5508  0.038
C 0.5342 -1.9210 -1.8379  -0.178
O 0.1217 -1.2364 -2.9372  -0.030
C -0.3915 0.0719 -2.7899  -0.237
C -1.8187 0.0919 -2.2491  -0.059
H -2.1819 1.1154 -2.2142  0.076
H -1.8629 -0.3338 -1.2499  0.066
H -2.4658 -0.4909 -2.8997  0.080
H 0.2721 0.6788 -2.1615  0.118
H -0.3755 0.4815 -3.8039  0.125
H 0.2680 -0.4307 -0.3097  0.104
C 1.0701 -1.6976 1.8507  -0.093
N 0.6577 -0.5190 2.1077  0.044
N 0.6951 -0.0593 3.3670  0.035
C 0.2579 1.1902 3.7139  -0.440
O 0.3091 1.5518 4.8665  0.074
C -0.2450 1.9895 2.5276  -0.128
N -0.8566 3.2441 2.8994  -0.163
C 0.0978 4.2032 3.4312  -0.164
C -0.6543 5.4526 3.8834  -0.191
O -1.3806 6.0322 2.8222  -0.134
C -2.2917 5.1016 2.2914  -0.202
C -1.5793 3.8440 1.7922  -0.175
H -2.3195 3.1324 1.4188  0.122
H -0.8999 4.1185 0.9638  0.129
H -2.8055 5.6063 1.4708  0.124
H -3.0226 4.8129 3.0616  0.127
H 0.0413 6.2176 4.2317  0.125
H -1.3400 5.1795 4.6983  0.130
H 0.6028 3.7565 4.2865  0.114
H 0.8475 4.4842 2.6678  0.132
H 0.6081 2.1172 1.8332  0.136
H -0.9892 1.3734 2.0158  0.123
H 1.0509 -0.6541 4.1207  0.161
H 1.4582 -2.3545 2.6386  0.127
H 1.8184 -4.1494 1.0536  0.109
H 1.7555 -5.0395 -1.2147  0.105
H 0.7098 -5.6929 -3.2052  0.135
H 2.3639 -5.0871 -3.4669  0.135
H 1.4468 -6.1195 -5.5568  0.099
H 0.5940 -4.4159 -7.1043  0.055
H 0.3964 -3.2502 -5.6962  0.061